# 1
{
  "formula": "C2H9N3O",
  "method": "wB97M-V/def2-TZVPD",
  "elements": ["H", "H", "O", "H", "H", "C", "N", "H", "N", "H", "H", "C", "H", "N", "H"],
  "xyz": [[1.547, -1.683, 2.821], [-0.666, -1.816, 0.924], [-1.195, 1.639, -2.934], [2.015, -0.249, 1.066], [0.631, 0.896, -2.398], [0.720, -1.236, 2.272], [-0.653, 1.023, -0.823], [-0.006, -0.922, 3.026], [1.156, 0.007, 1.550], [0.759, -2.599, 0.741], [-1.609, 1.203, -0.557], [-0.400, 1.191, -2.145], [-0.107, 0.446, -0.185], [0.114, -2.232, 1.428], [1.501, 0.613, 2.290]],
  "lumo_energy_ev": 0.676,
  "energy_ev": -8737.9282,
  "smiles": "NC=O.NCN",
  "orbital_gap_ha": 0.3832
}

=====

# 2
{
  "formula": "C6H14F2N4O2",
  "method": "wB97M-V/def2-TZVPD",
  "elements": ["C", "H", "C", "H", "H", "F", "C", "H", "H", "O", "H", "H", "N", "F", "C", "N", "C", "H", "H", "H", "N", "N", "H", "H", "H", "C", "H", "O"],
  "xyz": [[0.347, -0.950, 0.244], [0.299, 2.086, -0.606], [1.027, -0.303, 1.165], [1.928, -2.298, 3.612], [-0.659, 1.641, 2.446], [-0.872, -0.615, -3.604], [0.322, 1.883, 2.301], [2.224, -2.799, 1.901], [-2.775, 1.437, -1.679], [1.616, -0.674, 2.284], [-2.128, -0.967, -0.411], [-1.852, 0.538, -2.843], [-2.472, 0.504, -1.905], [0.254, -2.395, 2.579], [0.338, -0.602, -3.029], [-0.036, 1.502, 0.062], [1.538, -2.086, 2.557], [1.066, -0.271, -3.640], [-3.335, -0.067, -2.225], [0.407, -1.952, -0.213], [-1.801, -0.122, -0.857], [0.895, 1.246, 1.114], [0.679, -1.503, -2.581], [1.082, 1.935, 3.074], [1.877, 1.589, 0.828], [-0.367, -0.022, -0.733], [0.180, 2.943, 2.152], [0.217, 0.322, -1.991]],
  "spin_multiplicity": 3,
  "lumo_energy_ev": [-6.259, -10.465],
  "energy_ev": -21912.8389,
  "charge": 2,
  "orbital_gap_ha": [0.2670, 0.2779]
}

=====

# 3
{
  "formula": "C44H60CdN8O4S",
  "method": "wB97M-V/def2-TZVPD",
  "elements": ["C", "C", "C", "H", "C", "H", "H", "C", "H", "C", "H", "H", "C", "H", "H", "H", "C", "H", "H", "O", "H", "C", "H", "H", "C", "N", "C", "C", "C", "H", "C", "H", "H", "C", "C", "N", "N", "C", "H", "H", "C", "C", "H", "C", "H", "C", "H", "C", "H", "H", "C", "H", "N", "H", "H", "Cd", "N", "H", "C", "C", "O", "H", "H", "H", "C", "C", "C", "H", "S", "H", "H", "H", "C", "C", "H", "C", "C", "H", "O", "H", "C", "N", "H", "H", "C", "H", "H", "C", "C", "H", "H", "C", "H", "C", "H", "C", "N", "H", "C", "H", "H", "C", "C", "H", "H", "H", "N", "H", "H", "H", "C", "H", "H", "O", "C", "H", "H", "H"],
  "xyz": [[-0.104, 4.212, 0.405], [1.606, -7.073, 3.767], [-1.069, -0.412, 5.067], [-1.301, -2.353, -6.241], [0.101, 0.199, 2.098], [1.485, 3.576, 4.381], [-3.829, 3.262, -5.190], [0.491, 4.069, 2.581], [1.898, -7.870, 3.074], [-0.606, 4.137, 4.804], [-0.630, 8.003, -3.734], [0.011, -3.848, 3.149], [0.727, 4.313, 4.031], [-2.668, 3.882, -7.387], [-0.991, -0.367, 6.164], [1.811, -3.941, -1.008], [-2.911, -1.616, -4.975], [0.299, -2.108, 4.672], [1.845, -2.334, -1.737], [4.241, -1.328, 4.163], [3.301, 0.111, 2.010], [-0.457, -1.420, 0.701], [-3.714, -0.873, -4.991], [4.619, -4.534, 1.823], [-3.000, 3.973, -5.202], [-0.165, -0.101, 0.806], [-1.872, 6.245, -3.314], [-0.705, -4.675, -3.007], [-2.226, 3.812, -3.911], [-2.588, 6.474, -4.107], [0.155, 4.962, 1.648], [0.653, 1.534, 3.680], [-0.681, 5.865, -0.801], [2.419, -3.049, -1.158], [-2.134, 3.762, -6.450], [2.704, -1.105, 0.288], [0.079, 2.935, 0.662], [-1.730, -2.306, -2.820], [1.125, 5.269, 4.189], [-2.441, -4.637, 2.977], [-2.013, -1.527, -6.202], [-0.538, 6.938, -3.663], [2.078, 6.988, 1.788], [-0.296, -2.021, 2.048], [2.807, -6.312, 1.303], [0.420, 2.717, 1.986], [-0.150, -6.170, 4.522], [-0.017, 6.445, 1.813], [-2.713, -3.123, 2.013], [-1.947, -1.046, 4.855], [0.439, 1.493, 2.622], [-0.940, -5.729, -3.061], [-1.192, 2.793, -2.126], [1.111, -0.552, 4.706], [-0.448, -4.011, 1.492], [-0.093, 1.340, -0.864], [-1.191, -0.233, -1.986], [-2.261, 6.718, -2.422], [-1.877, 2.489, -3.307], [-0.638, -3.436, 2.391], [2.197, -4.512, 4.185], [-3.442, -2.566, -4.993], [-0.217, 6.714, 2.848], [-1.360, 4.712, 4.239], [-1.136, 4.104, -1.964], [3.759, -4.455, 1.216], [-2.140, -1.359, -3.723], [2.727, 1.963, -1.260], [2.695, -5.652, 3.489], [-0.448, -7.751, 3.785], [-2.231, -3.030, 3.753], [2.342, 0.325, -1.400], [2.845, -2.390, 0.100], [-2.088, 1.233, -3.784], [0.988, 8.322, 1.319], [-1.836, -0.047, -3.158], [-2.108, -3.570, 2.827], [-0.086, -4.476, -3.891], [4.016, -6.124, 3.756], [-1.729, 2.736, -6.502], [0.162, -1.076, 4.423], [3.442, -3.015, 1.158], [-0.957, 3.074, 4.692], [0.273, 6.789, -2.907], [1.148, 7.234, 1.244], [-0.053, -4.472, -2.175], [-2.575, 1.199, -4.738], [-1.942, -3.777, -2.921], [3.256, -0.853, 1.546], [-3.489, 4.916, -5.272], [1.632, -4.979, 1.514], [-1.759, 4.782, -3.118], [1.286, 7.005, 0.162], [3.662, -2.040, 2.084], [-1.375, -0.641, -6.154], [-0.820, -2.087, -0.480], [2.133, 1.262, -1.717], [2.090, 1.351, -2.716], [-0.574, 4.789, -0.852], [-0.082, 6.580, -4.596], [-1.288, 4.431, -6.513], [0.006, -1.012, 2.909], [-1.178, -1.563, -1.722], [3.962, -4.764, 0.196], [-2.554, -1.497, -7.162], [-2.475, -4.024, -3.846], [4.382, -2.166, 3.306], [-2.588, -4.150, -2.115], [-0.951, -3.170, -0.376], [-0.202, -6.385, 2.742], [0.129, -6.817, 3.704], [1.892, -7.405, 4.787], [3.259, -3.345, -1.760], [5.167, -3.101, 3.369], [2.611, -5.356, 1.753], [-0.914, 6.673, 1.239], [-0.538, 4.466, 5.831], [-1.213, 0.561, 4.619]],
  "lumo_energy_ev": -0.634,
  "energy_ev": -82111.0797,
  "orbital_gap_ha": 0.2107
}

=====

# 4
{
  "formula": "C6H7NO",
  "method": "wB97M-V/def2-TZVPD",
  "elements": ["H", "C", "C", "H", "H", "H", "C", "C", "C", "H", "H", "N", "O", "C", "H"],
  "xyz": [[-0.203, -0.457, -1.658], [-0.013, -0.278, 0.612], [1.937, -0.957, -0.549], [-2.380, 1.111, -1.328], [-2.384, 1.984, 1.321], [1.025, 0.601, -1.713], [-1.819, 0.559, -0.517], [-1.800, 1.132, 0.768], [1.232, -1.065, 0.652], [1.733, -2.007, 1.126], [-0.803, 0.819, 2.733], [-0.599, -0.187, -0.656], [2.141, 0.181, -1.417], [-0.690, 0.490, 1.500], [2.622, -1.926, -0.874]],
  "lumo_energy_ev": 0.276,
  "energy_ev": -9867.4971,
  "orbital_gap_ha": 0.3113
}

=====

# 5
{
  "formula": "C24H25FN6O4",
  "method": "wB97M-V/def2-TZVPD",
  "elements": ["N", "H", "C", "C", "C", "N", "H", "C", "C", "C", "H", "C", "F", "H", "C", "H", "H", "H", "N", "C", "H", "H", "H", "N", "C", "H", "O", "H", "C", "H", "H", "H", "H", "C", "C", "C", "H", "C", "C", "H", "H", "C", "C", "H", "H", "C", "H", "C", "N", "O", "C", "N", "H", "C", "C", "O", "H", "O", "H", "C"],
  "xyz": [[2.495, -0.532, 2.172], [1.508, -4.389, 3.342], [1.817, 1.090, -0.434], [1.951, 0.679, 2.122], [-1.398, -2.936, 1.378], [-0.599, -3.858, 0.936], [0.723, -1.031, 4.226], [-0.698, 4.787, -0.166], [-1.313, 5.754, -0.945], [0.087, -4.625, 1.952], [3.138, -2.128, 3.368], [-2.950, -2.632, -3.004], [-0.796, 0.150, -2.666], [1.696, -3.393, 1.749], [0.700, 2.410, 0.883], [-0.066, -1.734, -0.881], [-2.838, -4.431, -2.126], [2.056, -0.703, -1.756], [0.428, -2.726, 3.043], [-1.390, -1.067, -2.427], [3.329, 0.274, -1.091], [-2.900, -0.717, -3.898], [1.036, 3.643, -3.131], [0.441, 2.717, -0.358], [0.095, 3.882, -0.977], [-0.997, -1.175, 2.495], [-1.491, 7.641, -4.188], [2.597, -0.966, -0.216], [1.545, 1.429, 0.775], [1.752, 1.180, 3.023], [1.117, 1.703, -2.142], [-3.645, -2.983, -3.975], [-0.161, 5.456, -4.009], [-0.259, 5.467, -2.907], [-2.366, -1.307, -3.405], [-1.401, -3.203, -1.266], [0.452, -5.540, 1.157], [2.503, -0.159, -0.894], [-0.660, -1.953, -1.557], [-0.560, -5.131, 2.538], [-0.994, 4.707, 0.813], [-1.089, 6.326, -2.242], [1.288, -1.905, 3.887], [2.702, -0.610, 4.253], [-2.024, -3.156, 2.351], [-0.758, -4.166, -0.517], [0.305, -1.497, 1.400], [-0.362, -1.842, 2.138], [1.112, 1.932, -1.198], [-2.453, 7.985, -2.230], [0.361, 4.433, -2.312], [-1.736, 7.296, -2.922], [1.336, -2.514, 4.662], [-2.358, -3.427, -2.036], [2.512, -1.303, 3.471], [0.312, 3.343, 1.929], [-2.071, -2.229, 0.709], [0.026, -5.141, -0.972], [-2.049, 6.624, -0.229], [0.964, -3.800, 2.308]],
  "lumo_energy_ev": -1.428,
  "energy_ev": -45119.4918,
  "orbital_gap_ha": 0.2640
}

=====

# 6
{
  "formula": "C36H37B3BrIO3S",
  "method": "wB97M-V/def2-TZVPD",
  "elements": ["Br", "B", "C", "C", "C", "C", "C", "C", "C", "C", "O", "C", "C", "O", "C", "B", "C", "C", "C", "H", "H", "H", "C", "H", "I", "H", "H", "H", "C", "C", "H", "H", "H", "H", "C", "C", "B", "C", "H", "C", "C", "C", "C", "H", "H", "C", "H", "H", "H", "H", "H", "C", "H", "O", "H", "H", "H", "H", "H", "C", "H", "S", "H", "C", "C", "C", "H", "H", "H", "H", "C", "C", "C", "H", "H", "H", "H", "C", "H", "C", "C", "H"],
  "xyz": [[0.526, -1.445, 1.345], [-0.746, -3.331, 4.673], [-0.645, 1.276, 6.289], [-0.639, 2.601, 6.706], [-1.022, -10.536, 4.374], [5.510, -2.833, -1.600], [5.225, -3.500, -2.784], [-1.947, 5.696, -4.175], [-1.139, -9.191, 4.050], [-1.172, -1.112, -3.588], [-1.240, -4.561, 4.271], [-1.901, 1.111, -2.093], [-1.547, -11.011, 5.567], [0.209, -2.757, 3.846], [-0.830, 4.770, -2.257], [-0.121, -2.795, 2.519], [-0.479, 3.620, 5.778], [-0.329, 3.316, 4.432], [2.536, 6.139, -5.490], [-2.859, 1.810, -3.880], [-0.896, 5.956, -0.470], [2.367, -1.948, -0.708], [-0.336, 1.992, 4.016], [-0.730, -8.820, 3.119], [-3.328, -5.684, 2.371], [-2.607, -10.513, 7.365], [-0.521, -11.214, 3.695], [-0.887, -1.978, -4.172], [3.146, 6.867, -6.503], [-1.929, 6.902, -2.095], [-0.767, 0.481, 7.013], [-0.026, 8.230, -4.782], [6.534, -2.749, -1.260], [4.702, -1.757, 0.071], [0.865, 7.851, -5.265], [-1.784, -8.322, 4.920], [-1.639, -4.559, 2.953], [-0.493, 0.971, 4.944], [-0.916, 3.814, -4.175], [-1.160, 0.094, -1.509], [3.168, -2.384, -1.292], [1.477, 8.581, -6.274], [-1.205, 4.679, -3.590], [-0.866, 0.163, -0.470], [-0.472, 4.653, 6.104], [2.617, 8.088, -6.895], [1.860, -3.135, -2.817], [1.066, 9.535, -6.577], [-2.667, -2.687, 5.879], [-2.240, 5.621, -5.215], [-1.874, -7.274, 4.667], [-2.281, 1.016, -3.425], [-2.209, 7.771, -1.513], [-0.956, -3.784, 2.042], [-0.758, 2.838, 7.755], [-2.214, -0.171, -5.210], [-0.218, 1.752, 2.967], [-0.217, -1.810, -1.796], [6.028, -3.933, -3.368], [4.481, -2.276, -0.854], [3.094, 8.657, -7.683], [-1.374, -2.411, 6.098], [-0.494, -0.060, 4.615], [-1.190, 5.883, -1.510], [-2.313, -8.797, 6.111], [-0.795, -1.017, -2.256], [-2.891, 7.600, -3.882], [0.919, 6.062, -4.083], [-0.252, 3.974, -1.804], [-0.205, 4.110, 3.707], [-2.194, -10.142, 6.435], [3.912, -3.611, -3.221], [2.884, -3.051, -2.475], [-2.183, 1.980, -1.511], [4.035, 6.481, -6.988], [3.691, -4.132, -4.143], [-2.819, -8.119, 6.787], [-2.311, 6.806, -3.427], [2.952, 5.188, -5.182], [1.394, 6.628, -4.871], [-1.917, -0.096, -4.172], [-1.453, -12.059, 5.821]],
  "lumo_energy_ev": 0.047,
  "energy_ev": -135091.4930,
  "smiles": "SB1OB(Br)OB(I)O1.c1ccccc1.c1ccccc1.c1ccccc1.c1ccccc1.c1ccccc1.c1ccccc1",
  "orbital_gap_ha": 0.3374
}

=====

# 7
{
  "formula": "C13H30OP2Sn",
  "method": "wB97M-V/def2-TZVPD",
  "elements": ["H", "H", "C", "P", "Sn", "H", "H", "H", "C", "H", "H", "H", "H", "H", "H", "H", "C", "H", "H", "C", "H", "H", "H", "H", "H", "C", "H", "C", "C", "H", "C", "H", "P", "H", "H", "C", "O", "H", "H", "H", "H", "C", "H", "C", "C", "H", "C"],
  "xyz": [[0.249, 1.725, -3.969], [1.052, -4.993, -1.347], [-0.841, 0.556, 3.879], [-0.265, 1.727, -1.592], [-0.163, -0.590, -1.193], [-2.565, 2.227, -0.971], [-0.785, 0.714, 4.977], [-1.650, -3.772, 0.205], [-0.567, 2.151, -3.362], [2.097, 2.289, -1.764], [-0.823, -0.541, 3.686], [0.501, -2.926, -3.917], [2.090, -3.529, -1.529], [1.127, 3.274, 2.913], [-0.618, 3.244, -3.513], [1.469, 2.624, -0.128], [0.333, 1.252, 3.166], [0.575, -0.574, -2.679], [-1.695, -4.888, -1.209], [-1.591, 2.687, -0.734], [-0.915, -1.070, -0.069], [-1.596, 3.747, -1.044], [-1.278, -2.817, -3.812], [-0.671, 3.194, 3.059], [1.705, -0.431, 3.480], [0.220, 0.984, 1.723], [-1.814, 0.952, 3.515], [-1.696, -3.829, -0.896], [0.285, 2.762, 3.427], [0.364, 2.965, 4.518], [1.661, 0.665, 3.675], [2.524, 1.141, 3.163], [-0.262, -2.905, -1.608], [1.281, -3.849, 0.029], [1.124, 3.779, -1.470], [-0.389, -3.321, -3.401], [2.596, -0.590, 0.205], [1.766, 0.824, 4.769], [-2.626, -3.342, -1.232], [-0.921, -0.178, -0.066], [-0.463, -4.411, -3.558], [1.175, -3.932, -1.065], [-1.431, 2.624, 0.356], [1.248, 2.715, -1.204], [1.540, -0.589, -0.305], [-1.512, 1.679, -3.676], [0.154, 0.579, 0.571]],
  "lumo_energy_ev": -7.770,
  "energy_ev": -40394.5508,
  "charge": 2,
  "orbital_gap_ha": 0.2848
}

=====

no.,molar mass (Da)
1,91.11
2,212.20
3,909.50
4,109.13
5,480.50
6,789.00
7,383.04